# 1
ORCA calculation (ωB97M-V with the def2-TZVPD basis set) on a molecular structure, C10H13ClO3SZr at a distorted geometry.

Calculated values
LUMO energy: -8.50 eV
Orbital gap: 8.03 eV
Energy above the lowest of the compared OMol25 structures with the same formula, charge and spin: 0.000 eV
Charge: +2

Structure (XYZ):
```
29
Properties=species:S:1:pos:R:3:forces:R:3
Zr -0.526700 -0.341182 -0.429469 -0.602 -0.522 0.171
Cl -2.526826 0.516610 -1.466515 0.423 0.021 0.828
S 1.012748 1.715980 2.112424 -1.747 -1.076 -0.172
O 0.268271 -3.023313 2.015533 -0.840 2.235 -2.578
O 0.345820 0.892965 0.881778 0.391 1.058 1.521
O -3.602277 -1.767722 0.698573 4.021 0.435 -0.327
C -2.488929 -1.554974 0.517389 -4.859 -0.545 0.112
C 0.980899 0.446499 3.394295 0.439 -0.286 0.030
C -0.330718 -1.384720 -2.633345 1.086 -0.201 -0.010
C 1.440346 -0.154282 -1.777226 0.321 -0.498 -0.267
C -0.106992 1.089555 -3.443106 -0.286 0.516 -0.156
C 0.395554 -2.226564 -1.730532 0.401 0.637 -0.694
C 0.324674 -0.103411 -2.675640 -0.220 -0.645 0.478
C 0.008118 -2.248736 1.213113 1.216 -1.928 2.690
C 1.509167 -1.459544 -1.219231 -0.228 -0.128 -0.432
C -0.425339 2.619513 2.778575 -0.026 0.112 -0.456
H 2.138062 0.671438 -1.580115 -0.393 -0.462 -0.137
H 1.365576 0.903200 4.314807 -0.084 -0.045 -0.167
H -0.816399 3.263799 1.985539 0.183 -0.010 0.135
H 0.226584 2.011258 -2.943636 0.205 -0.223 -0.404
H -1.171891 -1.695662 -3.252646 0.134 0.233 0.342
H -1.187949 1.894542 3.084348 0.256 0.131 -0.096
H -0.035950 0.060451 3.548208 0.239 0.350 -0.138
H -0.108052 3.228992 3.634752 0.133 -0.173 -0.243
H 1.643995 -0.373902 3.105705 0.067 0.249 0.013
H 2.316528 -1.865011 -0.605993 -0.375 0.255 -0.039
H 0.295802 1.018379 -4.463134 -0.125 0.259 0.257
H 0.256849 -3.302128 -1.598302 -0.134 0.446 0.135
H -1.200964 1.167962 -3.466148 0.403 -0.195 -0.397
```
Positions in Å, forces in eV/Å.

Atom charges from the natural (NBO) analysis, given in e for atoms 1 to 5: 1.66 -0.35 1.28 -0.36 -1.00

***

# 2
ORCA calculation (ωB97M-V with the def2-TZVPD basis set) on 2 unconnected molecules or ions with the total composition C10H13F6N2O2P at a distorted geometry.

Calculated values
LUMO energy: -3.00 eV
Orbital gap: 6.50 eV

Structure (XYZ):
```
34
Properties=species:S:1:pos:R:3:forces:R:3
P -1.897168 4.420339 2.790699 -0.550 1.005 0.991
F -1.332461 3.491027 1.599617 2.542 -1.758 -1.411
F -2.383747 3.870455 4.219477 -2.188 -1.117 1.063
F -0.530580 4.081579 3.566393 2.734 0.437 -0.291
F -2.813536 5.706557 3.077055 -1.864 0.647 1.565
F -1.096397 5.624918 2.093729 1.913 0.173 -1.942
F -3.213990 3.730046 2.179964 -2.415 0.187 -0.214
O 2.873506 -0.838955 -3.325372 2.744 2.071 3.695
O -3.045884 -0.390841 -1.956563 0.201 -1.183 0.155
N 0.987618 -1.781292 -0.612104 5.265 2.539 -0.941
N -0.307389 -1.865055 -0.343009 -0.778 3.805 0.963
C 3.446279 -0.696211 -0.881739 -0.168 0.260 -0.649
C 1.315439 0.692589 0.000162 -3.368 -3.172 -0.117
C -2.532573 -0.782500 0.423752 1.199 -1.319 -1.558
C 2.485841 -3.895365 -0.312522 -0.757 0.885 -0.469
C -0.223916 0.710900 0.327087 3.653 -3.591 -1.845
C -3.195846 -1.414121 -0.920438 0.213 0.220 0.036
C 1.900540 -0.684785 -0.503664 -2.779 2.892 1.526
C 1.609502 -3.073416 -1.102706 -0.108 -1.731 0.471
C 3.601230 -0.302745 -2.440981 -2.080 -1.800 -2.433
C -0.946623 -0.682572 0.093980 1.158 1.429 0.485
H -4.298852 -1.672642 -0.782114 1.450 0.528 0.006
H 4.038501 0.081880 -0.265578 -1.320 -1.248 -0.784
H 1.974419 1.621517 0.113552 -1.098 -1.618 -0.182
H 1.280299 -3.373077 -2.165616 -0.861 -0.102 2.432
H -2.980880 0.244227 0.630687 0.780 -1.450 -0.134
H 4.409933 0.456628 -2.757794 -1.039 -1.020 0.675
H -0.759667 1.643260 0.693460 0.593 -1.143 -0.373
H -2.628206 -1.529558 1.283209 -0.066 1.243 -1.028
H 3.581262 -3.658238 -0.074603 -2.206 0.525 1.122
H 2.064284 -4.866333 0.137325 1.226 0.523 -2.350
H -2.659120 -2.362164 -1.267197 -0.640 1.230 0.845
H 3.972304 -1.698813 -0.745392 -0.928 1.293 -0.172
H -2.694114 -0.807248 -2.772766 -0.457 0.361 0.865
```
Positions in Å, forces in eV/Å.

Atom charges from the natural (NBO) analysis, given in e for atoms 1 to 5: 2.64 -0.63 -0.60 -0.60 -0.60

***

# 3
ORCA calculation (ωB97M-V with the def2-TZVPD basis set) on a molecular structure, C10H13F6NO4PtS2 at a distorted geometry.

Calculated values
LUMO energy (spin up / spin down): 0.31 / -2.95 eV
Orbital gap (spin up / spin down): 6.28 / 7.21 eV
⟨S²⟩: 2.0134
Spin multiplicity: 3

Structure (XYZ):
```
37
Properties=species:S:1:pos:R:3:forces:R:3
Pt 0.019434 0.089087 0.079031 0.325 0.219 -0.881
S 0.414227 1.299108 3.018349 1.579 -0.277 -1.625
S 0.546201 -1.412789 2.466527 -0.986 0.768 -0.772
F 0.594950 -3.212121 4.568523 -0.244 0.271 -1.151
F -1.103300 -3.409043 3.194031 1.189 0.283 0.145
F -1.514554 2.861738 4.141297 0.415 -0.437 -0.963
F -0.850121 3.449971 2.124187 -0.265 -1.180 1.074
F 0.913494 -4.016446 2.541698 -0.805 1.122 0.839
F -2.130349 1.670854 2.390142 0.786 0.782 0.518
O 1.336812 1.912404 3.919037 -0.755 -0.020 -0.101
O 1.954555 -1.333804 2.160665 -1.088 -0.477 0.288
O -0.425263 -1.575521 1.310740 1.102 -0.840 2.198
O 0.800660 1.381667 1.559893 0.238 0.664 2.416
N 0.013221 -0.188611 3.379433 0.021 -0.715 -0.013
C 0.409473 1.652828 -1.314065 -1.213 -0.187 -0.018
C 1.127336 1.128068 -2.538004 0.332 0.036 -0.066
C -0.291709 -1.171347 -1.505811 0.684 -1.247 -0.832
C 1.069746 -1.428439 -2.156157 -0.211 -0.201 0.385
C -1.372310 -0.582494 -2.420808 -0.304 -0.451 -0.042
C -1.127732 2.401302 2.945087 -0.741 -0.112 -0.339
C -1.938613 0.781417 -1.975406 -0.266 -0.067 0.293
C 1.924187 -0.165763 -2.285060 0.050 0.119 -0.156
C -1.002988 1.584778 -1.121820 -0.221 2.302 -0.795
C 0.206957 -3.126948 3.287608 -0.074 -0.377 0.197
H -0.649059 -2.139244 -1.124959 0.072 0.348 0.175
H -2.202768 -1.302544 -2.404618 0.113 0.263 -0.230
H 0.410535 1.008136 -3.358639 0.282 0.018 0.048
H -1.428649 2.419540 -0.553496 -0.045 -0.432 -0.079
H 0.888494 2.512498 -0.835143 -0.012 -0.493 0.209
H -1.015127 -0.547105 -3.454395 0.027 0.053 0.111
H 1.842251 1.911600 -2.818727 -0.160 -0.142 -0.146
H 1.598433 -2.117651 -1.480073 -0.025 0.024 -0.364
H 2.666332 -0.287890 -3.080098 0.008 -0.024 0.128
H -2.265427 1.378374 -2.836618 0.023 -0.148 0.044
H 2.465459 -0.059487 -1.334733 0.116 0.196 -0.213
H 0.950402 -1.944102 -3.116343 -0.014 0.116 -0.088
H -2.835197 0.577961 -1.371273 0.066 0.240 -0.195
```
Positions in Å, forces in eV/Å.

Atom charges from the natural (NBO) analysis, given in e for atoms 1 to 5: 1.15 2.21 2.14 -0.29 -0.29

***

# 4
ORCA calculation (ωB97M-V with the def2-TZVPD basis set) on a single C10H13FO2Si molecule.

Calculated values
Structure (SMILES): Cc1ccccc1C[Si@@H](O)CC(=O)F
LUMO energy: 0.64 eV
Orbital gap: 9.60 eV

Structure (XYZ):
```
27
Properties=species:S:1:pos:R:3:forces:R:3
Si 0.988112 1.228643 -0.707292 -0.021 -0.200 -0.024
F 3.114596 0.213407 -2.472319 0.129 -0.021 0.044
O 3.807216 2.215982 -3.085161 0.050 -0.044 -0.089
O 0.121485 2.278747 0.235287 0.126 -0.052 -0.152
C 0.987817 -0.471499 0.069535 -0.084 0.057 -0.082
C -2.526015 -1.219613 1.364712 -0.041 -0.060 -0.191
C -2.388149 -1.869099 -0.931997 0.130 0.064 0.105
C 2.713798 1.956778 -0.946392 -0.201 0.244 -0.124
C -1.068496 -1.449992 -0.946579 -0.061 -0.047 0.118
C -3.128183 -1.758442 0.239194 0.258 0.081 -0.027
C -0.661636 -0.189511 2.638016 -0.019 0.075 -0.111
C -1.197895 -0.786266 1.363131 -0.121 0.017 -0.085
C -0.446797 -0.917358 0.188226 -0.215 -0.126 0.072
C 3.290667 1.555175 -2.257530 -0.101 0.010 -0.010
H 0.341076 0.208405 2.533119 0.079 -0.010 0.042
H 3.404382 1.669269 -0.155798 -0.006 -0.146 0.133
H -2.825472 -2.283226 -1.827922 -0.073 -0.037 -0.061
H -1.295844 0.637978 2.952175 -0.051 0.049 0.067
H 1.529787 -1.161822 -0.575200 0.111 -0.022 -0.064
H -4.156681 -2.085062 0.269505 -0.083 -0.019 0.030
H -0.488118 -1.545927 -1.854591 0.030 -0.011 -0.085
H 1.490748 -0.453931 1.032591 0.107 -0.008 0.053
H -0.822651 2.111020 0.154250 -0.100 0.141 0.184
H 0.344803 1.128730 -2.036798 0.032 0.018 -0.029
H -3.102191 -1.127785 2.275942 -0.017 0.027 0.093
H 2.642284 3.042378 -0.955852 0.079 0.083 0.101
H -0.668644 -0.926980 3.437743 0.062 -0.065 0.093
```
Positions in Å, forces in eV/Å.

Atom charges from the natural (NBO) analysis, given in e for atoms 1 to 5: 1.68 -0.36 -0.52 -1.08 -0.94

***

# 5
ORCA calculation (ωB97M-V with the def2-TZVPD basis set) on a single C10H13N molecule at a distorted geometry.

Calculated values
Structure (SMILES): N[C@@H]1CCCc2ccccc21
LUMO energy: 0.95 eV
Orbital gap: 10.03 eV
Energy above the lowest of the compared OMol25 structures with the same formula, charge and spin: 2.709 eV

Structure (XYZ):
```
24
Properties=species:S:1:pos:R:3:forces:R:3
N -1.608080 2.272493 -0.100784 2.285 -1.414 3.342
C -0.571376 -1.897109 -0.507914 1.271 -0.433 0.441
C 0.524179 -0.891009 -0.307990 0.364 -0.811 0.623
C -1.422203 0.737780 -0.436930 1.003 2.839 -2.041
C 1.835244 -1.213650 -0.017944 0.093 -3.185 -0.266
C -1.581556 -1.600153 0.622729 -3.569 -0.822 -3.538
C 2.322221 0.998247 0.197355 -0.940 7.180 0.982
C 2.744674 -0.231938 0.235991 0.807 -1.101 -0.855
C 0.985845 1.395538 0.025691 1.618 -0.278 0.240
C -2.265887 -0.164124 0.381925 -2.855 -0.702 3.313
C 0.084978 0.448338 -0.261009 -1.925 -1.671 -0.869
H -2.338690 -2.489111 0.513297 0.716 1.945 0.434
H -1.889100 0.555743 -1.493163 1.749 0.689 1.351
H 3.782096 -0.277120 0.182521 1.749 -1.197 0.580
H -1.202342 -1.707306 1.576591 1.327 -0.020 1.818
H -1.125747 2.200576 0.918343 -2.410 0.197 -1.825
H 0.703637 2.413412 0.138282 0.470 0.549 0.005
H -0.252423 -2.984852 -0.513465 -0.058 1.342 0.249
H -3.240623 -0.292202 -0.148554 0.789 -0.203 0.293
H -2.719007 0.373429 1.410700 1.810 -1.426 -2.322
H -0.851406 -1.677126 -1.537241 -1.179 -0.252 0.057
H 2.963735 1.926426 0.396106 -0.285 -1.777 -0.366
H -0.750098 2.850052 -0.337760 -1.698 -1.032 -1.430
H 2.239804 -2.290898 0.008406 -1.134 1.582 -0.217
```
Positions in Å, forces in eV/Å.

Atom charges from the natural (NBO) analysis, given in e for atoms 1 to 5: -0.79 -0.43 0.00 -0.09 -0.19

***

# 6
ORCA calculation (ωB97M-V with the def2-TZVPD basis set) on a molecular structure, C10H13N at a distorted geometry.

Calculated values
LUMO energy: 0.90 eV
Orbital gap: 9.44 eV
Energy above the lowest of the compared OMol25 structures with the same formula, charge and spin: 7.545 eV

Structure (XYZ):
```
24
Properties=species:S:1:pos:R:3:forces:R:3
N 1.854931 1.000554 -0.729129 -0.373 0.625 -3.456
C -0.429856 -0.613062 -0.277104 -5.088 2.860 1.076
C -2.963588 0.556011 0.218293 2.528 3.319 -0.204
C -1.654238 -1.317654 -0.260586 3.477 -4.395 1.100
C 2.312229 -0.409529 1.256562 -9.798 0.024 -2.871
C -2.813589 -0.738047 0.032855 4.844 1.642 -0.760
C 0.778056 -1.190369 -0.595588 2.620 -6.180 -1.570
C 2.057123 -0.315606 -0.204389 -7.397 0.712 1.627
C -0.560283 0.793461 -0.164493 -2.919 0.199 -0.085
C 0.621425 1.643201 -0.297458 0.825 3.361 2.563
C -1.890781 1.413232 0.083806 1.739 1.724 2.030
H 2.209826 -1.375479 1.464479 0.314 -3.753 1.779
H 1.431318 0.198335 1.602076 0.818 -0.897 0.799
H 0.842866 -2.472494 -0.176798 -0.050 3.849 -0.612
H 2.680617 -0.752254 -0.743844 6.491 -3.354 -4.351
H 0.838530 1.986706 0.926668 -0.478 -0.214 -3.456
H -1.609836 -2.618763 -0.147331 -0.051 4.040 -0.863
H 0.353031 2.629993 -0.959085 1.016 -2.389 1.783
H -3.466682 -1.383177 -0.053126 -7.502 -5.578 0.121
H 0.481632 -1.546050 -1.714410 2.075 1.159 1.700
H 3.053374 0.108100 1.341283 9.013 5.090 2.253
H -3.811412 0.904149 0.616044 -3.405 1.463 0.978
H -2.072534 2.687858 0.590385 0.980 -4.213 -2.149
H 1.757844 0.810894 -1.809111 0.321 0.905 2.569
```
Positions in Å, forces in eV/Å.

Atom charges from the natural (NBO) analysis, given in e for atoms 1 to 5: -0.61 -0.12 -0.24 -0.11 -0.58